{
  "formula": "C26H43NO7P4Pt",
  "method": "wB97M-V/def2-TZVPD",
  "species": ["Pt", "C", "C", "C", "P", "C", "C", "C", "C", "C", "C", "C", "C", "C", "N", "C", "C", "C", "C", "C", "C", "P", "C", "C", "C", "C", "C", "C", "H", "H", "H", "H", "H", "H", "H", "H", "H", "H", "H", "H", "H", "H", "H", "H", "H", "H", "H", "H", "H", "H", "H", "H", "H", "H", "H", "H", "H", "H", "H", "H", "H", "H", "H", "H", "C", "C", "O", "P", "O", "O", "O", "P", "O", "O", "O", "H", "H", "H", "H", "H", "H", "H"],
  "positions_angstrom": [[0.1294, -0.3990, 0.2869], [4.3114, 2.1862, -0.0493], [4.1672, 0.7962, -0.6785], [4.9179, -0.2352, 0.1700], [2.4137, 0.1465, -0.9158], [2.7806, -1.1902, -2.1858], [1.4794, -1.9004, -2.5613], [3.4959, -0.7127, -3.4480], [1.6108, 1.4425, -1.9240], [2.3177, 2.4334, -2.5989], [1.6772, 3.4920, -3.2231], [0.2944, 3.5963, -3.1370], [-0.4329, 2.6061, -2.5106], [0.2001, 1.4827, -1.9511], [-0.5350, 0.4332, -1.4015], [-1.7853, 0.1025, -1.9196], [-2.0909, 0.3291, -3.2762], [-3.3512, 0.0786, -3.7743], [-4.3421, -0.4216, -2.9376], [-4.0224, -0.7412, -1.6277], [-2.7533, -0.5165, -1.1073], [-2.2526, -1.1071, 0.5587], [-3.8196, -0.8319, 1.5375], [-4.3477, 0.6004, 1.4372], [-3.6112, -1.2120, 3.0045], [-2.3267, -2.9658, 0.2845], [-1.3803, -3.6146, 1.3017], [-1.9116, -3.3626, -1.1313], [5.2838, 2.6026, -0.3217], [4.2804, 2.1307, 1.0366], [3.5444, 2.8844, -0.3820], [4.6099, 0.8282, -1.6757], [4.4257, -0.3463, 1.1380], [5.9461, 0.0880, 0.3436], [4.9482, -1.2143, -0.3102], [3.4151, -1.9116, -1.6643], [0.8504, -1.2577, -3.1831], [0.9228, -2.1604, -1.6629], [1.6874, -2.8161, -3.1189], [2.9740, 0.1341, -3.8968], [3.5093, -1.5232, -4.1801], [4.5320, -0.4282, -3.2629], [3.3980, 2.3857, -2.6454], [2.2513, 4.2414, -3.7517], [-0.2176, 4.4450, -3.5716], [-1.5082, 2.6883, -2.4323], [-1.3170, 0.6959, -3.9364], [-3.5660, 0.2733, -4.8172], [-5.3449, -0.5857, -3.3093], [-4.7839, -1.1885, -1.0014], [-4.5508, -1.5195, 1.1001], [-3.7217, 1.2657, 2.0314], [-5.3683, 0.6349, 1.8255], [-4.3609, 0.9693, 0.4126], [-2.8149, -0.6102, 3.4452], [-3.3590, -2.2676, 3.1201], [-4.5313, -1.0253, 3.5626], [-3.3527, -3.2978, 0.4706], [-0.3550, -3.2943, 1.1108], [-1.4311, -4.7040, 1.2359], [-1.6250, -3.3203, 2.3232], [-0.9545, -2.9032, -1.3831], [-2.6425, -3.0538, -1.8779], [-1.7970, -4.4472, -1.1964], [1.2220, 2.2308, 2.4677], [0.7871, 1.2956, 3.5775], [1.3889, 1.6539, 4.8137], [1.2945, -0.4736, 3.3335], [2.8898, -0.4061, 3.4229], [0.8604, -1.1777, 4.6704], [0.8902, -1.3090, 2.1398], [-1.0755, 1.2271, 3.7377], [-1.3985, 2.6382, 4.4677], [-1.3449, 0.1281, 4.7200], [-1.6818, 1.2405, 2.3785], [2.2061, 1.9620, 2.0993], [1.2611, 3.2465, 2.8647], [0.5059, 2.1988, 1.6475], [0.7616, 1.4773, 5.5260], [3.2694, -1.2549, 3.6906], [-0.0908, -0.8942, 4.8536], [-1.5548, 3.3094, 3.7922]],
  "e_homo_ev": [-5.9787, -8.4408],
  "gap_ev": [6.45, 6.44],
  "spin_multiplicity": 3
}